{
  "formula": "C98H115ClF36N16O2P6",
  "method": "wB97M-V/def2-TZVPD",
  "total_charge": 8,
  "e_tot_ha": -10931.92105,
  "gap_ha": 0.1564,
  "species": ["C", "N", "C", "C", "C", "C", "C", "C", "C", "C", "N", "C", "C", "C", "H", "H", "H", "H", "H", "H", "H", "H", "H", "H", "H", "H", "H", "H", "C", "N", "C", "C", "C", "C", "C", "C", "C", "C", "N", "C", "C", "C", "H", "H", "H", "H", "H", "H", "H", "H", "H", "H", "H", "H", "H", "H", "C", "N", "C", "C", "C", "C", "C", "C", "C", "C", "N", "C", "C", "C", "H", "H", "H", "H", "H", "H", "H", "H", "H", "H", "H", "H", "H", "H", "C", "N", "C", "C", "C", "C", "C", "C", "C", "C", "N", "C", "C", "C", "H", "H", "H", "H", "H", "H", "H", "H", "H", "H", "H", "H", "H", "H", "C", "N", "C", "C", "C", "C", "C", "C", "C", "C", "N", "C", "C", "C", "H", "H", "H", "H", "H", "H", "H", "H", "H", "H", "H", "H", "H", "H", "C", "N", "C", "C", "C", "C", "C", "C", "C", "C", "N", "C", "C", "C", "H", "H", "H", "H", "H", "H", "H", "H", "H", "H", "H", "H", "H", "H", "C", "N", "C", "C", "C", "C", "C", "C", "C", "C", "N", "C", "C", "C", "H", "H", "H", "H", "H", "H", "H", "H", "H", "H", "H", "H", "H", "H", "C", "N", "C", "C", "C", "C", "C", "C", "C", "C", "N", "C", "C", "C", "H", "H", "H", "H", "H", "H", "H", "H", "H", "H", "H", "H", "H", "H", "P", "F", "F", "F", "F", "F", "F", "P", "F", "F", "F", "F", "F", "F", "P", "F", "F", "F", "F", "F", "F", "P", "F", "F", "F", "F", "F", "F", "P", "F", "F", "F", "F", "F", "F", "P", "F", "F", "F", "F", "F", "F", "Cl", "C", "C", "O", "O", "H", "H", "H"],
  "xyz": [[6.551, 4.159, 18.380], [6.451, 4.465, 16.932], [5.261, 4.374, 16.363], [5.118, 4.497, 14.971], [6.276, 4.660, 14.172], [7.508, 4.851, 14.838], [7.518, 4.715, 16.190], [6.037, 5.001, 12.756], [5.114, 5.998, 12.546], [4.739, 6.244, 11.273], [5.428, 5.674, 10.206], [6.431, 4.767, 10.443], [6.741, 4.412, 11.725], [4.901, 6.018, 8.790], [6.162, 5.029, 18.915], [7.613, 3.926, 18.614], [5.991, 3.276, 18.707], [4.491, 4.121, 16.995], [4.125, 4.284, 14.634], [8.457, 5.124, 14.396], [8.449, 5.034, 16.746], [4.844, 6.495, 13.420], [3.953, 6.956, 10.970], [6.901, 4.310, 9.616], [7.477, 3.556, 11.835], [5.534, 5.593, 8.058], [4.892, 7.079, 8.656], [3.875, 5.585, 8.717], [7.091, 7.650, 1.794], [6.750, 8.989, 1.148], [6.094, 9.014, -0.038], [5.862, 10.208, -0.746], [6.478, 11.336, -0.285], [7.272, 11.280, 0.855], [7.367, 10.091, 1.579], [6.459, 12.673, -0.984], [7.689, 13.178, -1.397], [7.750, 14.239, -2.227], [6.625, 14.882, -2.602], [5.443, 14.462, -2.209], [5.311, 13.316, -1.438], [6.800, 16.028, -3.508], [6.173, 7.081, 2.011], [7.603, 7.793, 2.760], [7.655, 7.118, 1.021], [5.714, 8.003, -0.319], [5.294, 10.150, -1.625], [7.791, 12.090, 1.219], [7.922, 9.962, 2.479], [8.541, 12.618, -1.147], [8.723, 14.626, -2.541], [4.585, 15.000, -2.530], [4.311, 12.865, -1.207], [5.872, 16.496, -3.563], [7.103, 15.754, -4.507], [7.527, 16.740, -3.051], [18.152, -12.503, -5.789], [16.981, -11.775, -6.232], [17.264, -10.672, -6.903], [16.262, -9.951, -7.621], [14.938, -10.329, -7.455], [14.678, -11.433, -6.589], [15.696, -12.212, -6.104], [13.928, -9.598, -8.161], [14.183, -8.978, -9.425], [13.152, -8.575, -10.242], [11.906, -8.563, -9.690], [11.692, -8.982, -8.402], [12.633, -9.558, -7.664], [10.770, -8.091, -10.540], [18.051, -12.996, -4.821], [19.074, -11.911, -5.745], [18.299, -13.350, -6.419], [18.279, -10.325, -6.926], [16.463, -9.042, -8.151], [13.704, -11.846, -6.562], [15.481, -13.172, -5.537], [15.196, -8.827, -9.801], [13.279, -8.094, -11.185], [10.662, -8.873, -8.166], [12.324, -10.098, -6.807], [9.805, -8.261, -10.025], [10.682, -8.660, -11.450], [10.900, -7.026, -10.807], [3.109, 1.717, -1.566], [1.907, 1.354, -0.705], [1.035, 2.336, -0.340], [-0.156, 2.004, 0.268], [-0.505, 0.644, 0.482], [0.496, -0.312, 0.195], [1.702, 0.056, -0.369], [-1.813, 0.124, 0.880], [-2.434, 0.730, 1.984], [-3.471, 0.048, 2.582], [-3.905, -1.100, 2.076], [-3.347, -1.675, 1.014], [-2.245, -1.101, 0.430], [-5.029, -1.763, 2.727], [2.874, 1.263, -2.545], [4.027, 1.160, -1.250], [3.236, 2.786, -1.594], [1.263, 3.366, -0.623], [-0.980, 2.700, 0.416], [0.382, -1.371, 0.431], [2.485, -0.586, -0.681], [-2.047, 1.651, 2.379], [-3.952, 0.374, 3.465], [-3.835, -2.551, 0.731], [-1.799, -1.543, -0.496], [-4.706, -2.314, 3.614], [-5.575, -2.458, 2.048], [-5.726, -0.972, 2.967], [-2.983, -7.513, 6.319], [-2.596, -7.166, 4.925], [-3.507, -6.500, 4.229], [-3.400, -6.284, 2.892], [-2.222, -6.663, 2.235], [-1.235, -7.260, 3.012], [-1.443, -7.517, 4.362], [-2.018, -6.225, 0.819], [-2.806, -6.501, -0.243], [-2.414, -6.053, -1.485], [-1.278, -5.449, -1.644], [-0.484, -5.080, -0.615], [-0.889, -5.412, 0.670], [-0.834, -5.340, -3.011], [-3.077, -6.591, 6.917], [-2.186, -8.187, 6.683], [-3.917, -8.116, 6.351], [-4.453, -6.182, 4.631], [-4.171, -5.621, 2.442], [-0.318, -7.602, 2.579], [-0.748, -7.958, 5.040], [-3.755, -7.072, -0.232], [-3.038, -6.225, -2.360], [0.430, -4.522, -0.867], [-0.246, -4.992, 1.480], [-1.398, -6.060, -3.594], [0.242, -5.477, -2.989], [-1.099, -4.367, -3.519], [-1.087, 6.221, -3.425], [-1.187, 4.772, -3.657], [-2.282, 4.173, -4.067], [-2.269, 2.853, -4.414], [-1.082, 2.186, -4.374], [0.101, 2.795, -3.855], [0.005, 4.123, -3.522], [-1.027, 0.787, -4.860], [-0.153, 0.380, -5.842], [-0.305, -0.899, -6.342], [-1.157, -1.757, -5.736], [-1.855, -1.412, -4.673], [-1.743, -0.129, -4.185], [-1.205, -3.141, -6.234], [-0.600, 6.370, -2.452], [-2.136, 6.505, -3.331], [-0.503, 6.624, -4.277], [-3.113, 4.867, -4.116], [-3.208, 2.344, -4.769], [1.043, 2.232, -3.871], [0.838, 4.743, -3.144], [0.451, 1.023, -6.422], [0.320, -1.281, -7.131], [-2.375, -2.217, -4.168], [-2.356, 0.099, -3.313], [-2.171, -3.512, -5.828], [-0.394, -3.630, -5.751], [-1.103, -3.240, -7.295], [-7.133, -9.165, -9.131], [-7.513, -8.526, -7.896], [-6.662, -7.680, -7.303], [-6.938, -7.104, -6.091], [-8.158, -7.464, -5.477], [-9.039, -8.332, -6.142], [-8.651, -8.925, -7.311], [-8.428, -6.837, -4.118], [-9.720, -6.306, -3.929], [-9.955, -5.394, -2.929], [-8.931, -5.125, -2.061], [-7.703, -5.692, -2.160], [-7.459, -6.576, -3.194], [-9.096, -4.251, -0.904], [-7.788, -10.002, -9.256], [-6.151, -9.552, -9.004], [-7.183, -8.501, -9.968], [-5.798, -7.524, -7.878], [-6.312, -6.411, -5.558], [-9.949, -8.704, -5.825], [-9.328, -9.590, -7.861], [-10.542, -6.527, -4.609], [-10.909, -4.897, -2.804], [-6.946, -5.355, -1.535], [-6.487, -7.042, -3.343], [-9.913, -3.564, -1.189], [-8.282, -3.607, -0.751], [-9.369, -4.814, 0.026], [-9.686, 2.984, -1.125], [-10.496, 3.219, 0.064], [-11.406, 4.266, -0.008], [-12.359, 4.429, 0.929], [-12.444, 3.538, 2.021], [-11.490, 2.525, 2.054], [-10.453, 2.485, 1.127], [-13.540, 3.532, 3.100], [-14.807, 3.243, 2.665], [-15.806, 2.900, 3.597], [-15.465, 3.043, 4.906], [-14.273, 3.411, 5.348], [-13.265, 3.700, 4.480], [-16.464, 2.592, 5.890], [-9.738, 3.898, -1.783], [-9.968, 2.096, -1.672], [-8.652, 2.761, -0.822], [-11.142, 4.998, -0.835], [-13.114, 5.167, 0.907], [-11.422, 1.816, 2.846], [-9.687, 1.710, 1.188], [-15.007, 3.076, 1.572], [-16.840, 2.601, 3.398], [-14.197, 3.494, 6.416], [-12.310, 4.047, 4.846], [-17.281, 3.323, 6.006], [-16.001, 2.292, 6.855], [-17.041, 1.780, 5.451], [1.933, -2.227, -3.044], [0.722, -2.007, -1.993], [3.032, -1.737, -1.945], [2.059, -3.751, -2.479], [3.073, -2.407, -4.086], [0.761, -2.641, -4.049], [1.676, -0.708, -3.495], [-7.262, 0.003, -0.120], [-8.285, 0.013, -1.330], [-7.057, 1.611, -0.269], [-8.594, 0.272, 0.818], [-6.359, -0.048, 1.204], [-7.455, -1.591, 0.078], [-5.981, -0.188, -1.110], [-0.843, -3.274, 3.910], [-0.457, -2.031, 2.965], [-1.942, -3.934, 2.809], [0.339, -4.215, 3.266], [-1.297, -4.493, 4.942], [0.089, -2.650, 5.007], [-2.154, -2.420, 4.438], [-3.824, 3.670, -0.723], [-4.964, 4.470, 0.109], [-4.836, 2.477, -1.017], [-4.341, 4.442, -2.054], [-2.758, 2.773, -1.556], [-2.719, 4.814, -0.572], [-3.321, 2.897, 0.672], [2.766, 6.712, -1.558], [1.723, 7.712, -0.872], [3.709, 7.912, -2.084], [3.631, 6.451, -0.196], [3.713, 5.628, -2.271], [1.777, 5.535, -1.130], [1.886, 6.882, -2.896], [6.488, 5.377, 5.385], [5.985, 5.242, 3.873], [7.600, 6.482, 4.864], [5.476, 6.685, 5.721], [6.994, 5.534, 6.881], [5.287, 4.305, 5.889], [7.490, 4.137, 5.166], [-5.798, -4.618, 0.440], [-5.463, -2.435, -3.872], [-4.933, -3.877, -3.826], [-5.804, -4.810, -3.877], [-3.693, -4.061, -3.729], [-5.348, -1.879, -2.947], [-6.557, -2.317, -3.935], [-5.143, -1.830, -4.702]],
  "forces_ev_per_a": [[1.018, 0.226, 0.758], [-0.482, -0.971, 0.586], [1.007, 0.083, -2.740], [1.270, -0.789, 1.589], [-0.594, 1.041, 1.080], [-0.965, -0.474, -0.720], [2.708, 1.461, 1.415], [1.533, -0.940, 0.540], [0.623, -0.896, -0.597], [0.423, 0.734, -2.732], [-0.755, -0.103, 0.644], [-1.875, 1.595, -0.227], [0.789, -1.623, 0.026], [-0.967, -1.016, 1.582], [0.364, -0.153, 0.124], [-0.757, 0.554, -0.078], [-0.160, 0.170, -0.710], [-1.842, -0.370, 1.193], [-0.247, 0.274, -0.714], [-0.257, -0.055, -0.448], [-1.105, -0.947, -0.530], [-1.344, 1.055, 0.800], [0.532, -0.444, 0.283], [0.370, -0.163, -1.074], [-0.936, 1.361, 0.210], [0.590, -0.543, -0.470], [0.003, 0.614, 0.193], [0.854, 0.390, 0.101], [-0.872, 0.060, -0.141], [0.517, -0.476, -0.874], [-0.898, -0.843, 0.400], [0.642, -1.927, 1.352], [0.555, 1.833, 0.458], [-0.902, -2.673, 0.370], [-0.373, 0.761, -0.626], [-0.527, -0.732, -0.958], [-0.961, -0.583, 0.280], [0.693, 0.707, 0.090], [1.760, 0.115, -0.540], [-0.802, -0.974, 0.521], [-0.759, -0.947, 0.688], [1.149, 0.710, 0.818], [0.226, 0.416, -0.192], [-0.009, 0.032, -0.673], [0.170, 0.026, 0.558], [0.039, 1.150, -0.169], [-0.731, -0.008, -1.075], [0.977, 1.831, 0.677], [0.362, 0.261, 0.457], [1.277, -0.260, 0.262], [-0.550, 0.042, -0.241], [-0.463, 0.427, -0.338], [0.985, 0.868, -0.265], [-1.503, 0.989, -0.214], [0.236, -0.459, -0.092], [-0.508, -0.627, -0.425], [0.924, -1.439, 1.490], [-0.050, 0.244, -0.095], [-1.566, 1.899, -1.744], [0.445, -1.050, 1.825], [2.039, -1.000, 1.289], [0.548, 0.165, -1.687], [-0.032, -0.587, 1.113], [-1.098, 0.819, -1.660], [0.567, -0.506, 0.470], [-0.777, 0.484, 2.294], [0.307, -0.087, -0.250], [-1.901, 1.282, -3.361], [1.349, -0.813, 0.048], [-0.713, 0.476, 0.515], [-0.509, 0.541, 0.242], [-0.606, 0.123, -0.239], [0.217, -0.426, -0.987], [0.296, -0.152, 0.022], [0.661, 0.068, -0.167], [-0.887, -0.215, 0.409], [0.621, 1.377, -0.835], [-0.323, -0.437, 0.055], [0.048, -0.104, -0.613], [-0.548, -0.179, 0.710], [-0.005, -0.013, 0.995], [0.708, 0.330, 0.005], [0.479, -0.369, -0.291], [-0.023, -0.539, 0.363], [-0.384, -1.926, 0.075], [0.620, 0.699, 0.274], [-0.112, -0.403, -0.249], [-1.397, -1.040, -0.061], [2.053, -0.066, -1.523], [0.168, -0.010, 0.487], [-0.827, 1.930, 0.003], [0.372, 0.702, 1.836], [-0.110, -0.880, -0.360], [0.870, 0.623, -0.594], [-0.085, -0.573, 0.002], [0.467, 1.032, 0.401], [-0.135, -0.460, -1.793], [-1.139, -0.716, 0.153], [0.100, 0.582, 0.201], [-0.877, 0.731, 0.234], [0.066, 0.244, 0.032], [0.136, -0.340, 0.125], [0.569, 0.403, 0.032], [-0.194, 0.410, -0.064], [0.185, -0.583, 0.173], [-0.146, 0.107, 0.166], [-0.425, 0.378, 0.664], [-0.495, -1.506, -0.804], [-0.382, 0.222, 1.114], [0.247, 0.221, -0.152], [0.734, 0.486, 0.190], [-0.116, -0.122, 0.399], [0.710, -0.718, 0.377], [-1.111, 0.073, 0.844], [-1.208, 0.022, -1.009], [0.210, 1.138, -0.832], [-1.028, 0.311, 0.316], [-0.063, -0.391, 0.147], [-0.408, 0.355, -0.532], [1.456, 0.210, 2.396], [-1.917, -0.762, -1.012], [-2.083, -1.042, 0.530], [1.139, 0.774, -0.468], [-0.289, 0.167, 0.555], [1.666, 0.939, -0.986], [0.146, 1.573, -1.647], [0.152, -0.535, -0.286], [-0.379, 0.600, 0.206], [0.538, 0.652, -0.357], [0.152, -0.133, 0.994], [0.503, -0.844, -0.177], [0.429, 0.074, -0.154], [0.559, -0.378, -0.023], [0.776, 0.497, 0.491], [0.269, 0.155, 0.125], [-0.508, -0.340, 0.107], [-0.920, -0.885, -0.473], [0.483, -0.324, -0.028], [0.028, -0.104, -0.497], [0.371, -0.743, 1.130], [-0.701, -0.188, 0.287], [2.415, -0.415, 0.339], [-0.705, 1.384, 0.146], [-1.655, -0.945, -0.731], [1.616, -0.234, 0.319], [-0.825, -0.149, -0.974], [0.350, -0.179, 0.323], [1.193, 1.599, 0.742], [-0.973, -1.245, -1.483], [0.245, 0.351, 1.161], [0.919, 0.129, -1.901], [0.487, -0.217, 0.822], [-2.203, -1.464, 0.935], [-1.502, -0.013, 1.451], [0.008, 0.127, -0.505], [0.346, 0.808, -0.282], [-0.610, 0.210, 0.741], [-0.329, -0.599, -0.086], [1.134, 0.740, 0.460], [-0.423, 0.422, 0.270], [-0.500, -0.432, -0.278], [0.714, 0.831, -0.115], [-0.163, -0.116, -0.198], [-0.558, -0.057, 0.000], [0.213, 0.256, -0.171], [0.640, -0.305, -0.623], [0.645, -0.678, 0.330], [-0.188, 0.363, -0.538], [0.020, -0.470, -0.225], [-0.346, -0.529, 0.616], [-0.613, 0.159, 0.264], [-1.266, -0.763, 0.341], [0.260, 0.096, 0.923], [1.902, 0.202, -0.179], [-0.505, 1.016, -0.540], [-1.601, -0.064, -1.383], [-0.340, 0.496, -0.116], [1.067, -0.740, 0.347], [1.089, -0.621, 0.174], [-2.285, -0.442, -1.918], [0.751, -0.840, -0.362], [-2.815, 0.485, 0.259], [-0.328, -0.396, -0.431], [0.909, -0.263, -0.136], [-0.086, 0.432, -0.412], [1.145, 0.470, -0.395], [0.549, 0.311, -0.108], [-1.787, -0.188, 1.393], [0.612, 0.151, 0.253], [0.316, 0.087, 0.047], [0.221, 0.003, 0.263], [1.211, 0.560, 1.609], [-0.142, 0.498, 0.381], [0.063, -0.367, 0.464], [1.542, 0.331, 0.245], [0.401, 0.387, -1.002], [1.767, 0.893, -0.675], [-1.449, 2.549, -1.333], [1.874, 0.416, -1.649], [-0.797, -0.675, 1.485], [0.344, -0.922, 0.348], [0.272, 1.255, 0.563], [-0.355, -2.168, 0.909], [1.704, 0.519, -0.446], [-2.017, -1.486, -0.859], [1.489, 1.365, 0.243], [-1.791, -1.322, -0.537], [0.271, 0.607, 0.209], [0.202, -0.036, -1.390], [-1.312, -0.098, 0.513], [0.154, -1.149, 0.738], [-0.674, -0.160, 0.030], [-0.225, 0.385, -0.056], [-1.009, -1.131, 1.092], [-0.291, 1.118, -0.498], [-0.173, -0.387, 0.536], [-0.005, 0.146, -0.174], [0.130, 0.354, 1.272], [0.597, 0.047, -0.140], [0.229, 0.006, 0.239], [0.055, -0.176, -0.069], [0.801, 0.333, 0.331], [-0.361, 0.334, -0.827], [0.537, -0.495, 0.132], [-0.578, -0.112, 1.752], [-0.292, 0.000, 1.379], [-0.023, -0.302, -0.273], [0.157, 0.157, -0.529], [0.378, -0.467, -0.949], [-0.074, -1.115, -1.539], [0.511, 1.271, -0.377], [0.630, 0.072, -0.112], [-0.282, -0.183, -1.355], [-0.419, -0.388, 0.546], [-0.024, 0.042, 0.758], [0.347, 0.847, -0.082], [-0.132, 0.051, -0.529], [-0.623, -0.444, 0.617], [-2.263, -0.364, 0.605], [-0.187, -0.494, -1.051], [1.216, 0.599, -0.073], [-0.627, 0.563, 0.366], [0.605, 0.311, -0.610], [0.463, -0.358, 0.584], [0.587, -0.007, 0.089], [-1.656, -0.667, 0.720], [0.921, -0.190, 0.120], [-0.440, -0.012, 0.203], [0.238, -0.122, -0.729], [1.226, 0.093, -0.549], [0.353, 0.126, 0.670], [-0.037, 0.927, -0.760], [-0.232, 0.017, -0.094], [0.770, 0.801, 0.872], [0.407, 0.139, 0.784], [-0.195, 1.080, -0.244], [0.271, -0.191, -0.576], [-0.799, -1.726, 0.501], [-0.112, -0.288, -1.277], [-0.955, 0.160, -0.667], [-0.549, 0.269, -0.033], [-0.176, -0.625, 0.319], [0.216, -1.225, -0.677], [0.822, -0.184, 1.077], [0.979, 1.273, -0.276], [-0.064, 0.480, 0.081], [0.341, -0.160, 0.056], [-1.494, 0.283, 0.492], [-0.958, -0.544, -0.019], [0.984, 0.851, -0.249], [0.232, 0.311, -0.195], [0.945, -0.027, 0.301], [0.126, -0.918, -0.279], [0.833, 0.116, -0.390]]
}